P.
C3H7N2OS | ωB97M-V with the def2-TZVPD basis set

Properties
E_HOMO: -2.56 eV
Lowest unoccupied orbital energy: 3.55 eV
Gap between HOMO and LUMO: 6.1053 eV
Total charge: -1

Geometry (Å):
N  0.02627  2.55506  0.64784
C  -0.96490  1.58650  1.04798
O  -1.88430  1.98173  1.73370
N  -0.70225  0.29605  0.69552
C  0.36399  -0.19190  -0.23407
C  0.28650  -1.66134  -0.29520
S  1.28400  -2.25053  -1.72342
H  0.76178  2.37001  -0.06259
H  0.03540  3.48235  1.06855
H  -1.49302  -0.43389  0.86248
H  1.29102  0.27945  -0.02228
H  0.17786  0.29958  -1.12430
H  0.92212  -2.03703  0.56042
H  -0.54641  -2.16305  -0.09304

Results of the natural (NBO) charge analysis, in e, for atoms 1 through 8:
1 N -0.91
2 C 0.79
3 O -0.69
4 N -0.63
5 C -0.22
6 C -0.54
7 S -0.72
8 H 0.39


Q.
C3H7N2OS | ωB97M-V with the def2-TZVPD basis set

Properties
E_HOMO: -2.72 eV
Lowest unoccupied orbital energy: 3.83 eV
Gap between HOMO and LUMO: 6.5481 eV
Total charge: -1

Geometry (Å):
N  -0.62047  1.45376  1.12229
C  0.30583  0.45756  1.20791
O  1.19587  0.48619  2.04772
C  0.18915  -0.61844  0.15702
N  -1.23832  -0.86242  -0.12869
C  0.97586  -0.17028  -1.10649
S  0.55389  -1.13549  -2.59716
H  -1.50420  1.28997  0.67582
H  -0.51895  2.22169  1.76035
H  0.64119  -1.53835  0.53998
H  -1.30368  -1.82069  -0.45956
H  -1.41125  -0.38504  -1.02123
H  0.69657  0.86887  -1.30250
H  2.03851  -0.24732  -0.89546

Results of the natural (NBO) charge analysis, in e, for atoms 1 through 8:
1 N -0.85
2 C 0.68
3 O -0.66
4 C -0.16
5 N -0.88
6 C -0.53
7 S -0.72
8 H 0.41


Energetically preferred structure: Q | next structure: +20.7 kcal/mol